No. 1
Computed, not measured: a 2-piece molecular cluster, C3H8O3 overall in a non-equilibrium geometry, with ωB97M-V/def2-TZVPD.

XYZ file:
```
14
C3H8O3 (ωB97M-V/def2-TZVPD)
C -1.080 1.404 0.346
C -0.507 0.293 0.797
O 0.915 -0.176 0.386
C 1.715 0.693 -0.419
H -1.910 1.819 0.906
H -0.863 1.842 -0.618
H -0.764 -0.250 1.696
H 2.568 0.111 -0.774
H 2.054 1.525 0.201
H 1.190 1.091 -1.289
O -0.758 -1.497 -0.671
O -1.119 -2.630 0.160
H 0.341 -1.183 -0.305
H -1.783 -3.042 -0.416
```

Output
- LUMO level (eV) = 0.9
- spin multiplicity = 1
- ΔE to the lowest compared entry with this formula, charge and spin (eV) = 6.427
- SMILES string = C=COC.OO

And the Mulliken charges, in e, turn out to be: -0.777 0.187 -0.368 -0.692 0.252 0.214 0.346 0.271 0.292 0.326 -0.494 -0.347 0.480 0.310

No. 2
Computed, not measured: a 2-piece molecular cluster, C4H12N2O2 overall in a non-equilibrium geometry, with ωB97M-V/def2-TZVPD.

XYZ file:
```
20
C4H12N2O2 (ωB97M-V/def2-TZVPD)
C 1.693 1.181 0.142
N 0.314 1.070 -0.353
C -0.711 1.166 0.601
O -0.375 1.568 1.701
C 0.110 0.397 -1.643
C 0.392 -1.161 -1.484
N -0.933 -1.756 -1.311
H 2.497 1.733 -0.387
H 2.134 0.235 0.472
H 1.673 1.814 1.030
H -1.740 1.080 0.256
H -0.873 0.697 -1.993
H 0.899 0.740 -2.328
H 0.852 -1.509 -2.388
H 1.042 -1.329 -0.620
H -0.970 -2.680 -0.898
H -1.496 -1.207 -0.673
O -0.530 -1.750 2.116
H -1.392 -1.338 2.140
H -0.024 -1.157 1.532
```

Output
- LUMO level (eV) = 0.8
- spin multiplicity = 1
- ΔE to the lowest compared entry with this formula, charge and spin (eV) = 2.277
- SMILES string = CN(C=O)CCN.O

And the Mulliken charges, in e, turn out to be: -0.989 0.137 -0.094 -0.520 -0.897 -0.259 -0.632 0.320 0.334 0.368 0.403 0.457 0.297 0.369 0.263 0.270 0.190 -0.651 0.338 0.294

No. 3
Computed, not measured: C40H54IrN4Si2 as an isolated structure, with ωB97M-V/def2-TZVPD.

XYZ file:
```
101
C40H54IrN4Si2 (ωB97M-V/def2-TZVPD)
Ir 0.451 -0.626 0.029
C -3.453 -3.115 0.461
C -3.569 -3.225 1.834
C -2.538 -2.752 2.630
C -1.434 -2.157 2.033
N -1.355 -1.995 0.704
C -2.331 -2.492 -0.054
C -0.243 -1.748 2.827
C -0.184 -1.931 4.204
C 0.983 -1.628 4.874
C 2.073 -1.161 4.159
C 1.953 -0.981 2.790
N 0.807 -1.262 2.150
C 3.090 -0.487 1.953
C 4.325 -0.131 2.569
C 5.255 0.625 1.841
C 5.050 0.818 0.513
C 3.962 0.067 -0.174
N 2.859 -0.337 0.684
H -4.211 -3.500 -0.206
H -4.435 -3.689 2.284
H -2.601 -2.865 3.700
H -2.208 -2.400 -1.123
H -1.027 -2.319 4.751
H 1.052 -1.769 5.943
H 2.993 -0.942 4.673
H 4.507 -0.339 3.609
H 6.111 1.053 2.343
H 5.733 1.398 -0.092
H 3.538 0.687 -0.978
C 2.505 3.101 3.137
C 1.097 3.039 2.619
C 0.116 3.870 3.165
C -1.187 3.878 2.672
C -2.222 4.806 3.242
C -1.518 3.032 1.632
C -0.575 2.128 1.071
C 0.744 2.185 1.596
N -0.827 1.239 0.070
C -2.045 1.381 -0.769
C -3.301 0.882 -0.015
C -4.535 1.010 -0.913
C -4.696 2.465 -1.364
C -3.475 2.896 -2.182
C -3.322 1.982 -3.398
C -3.130 0.545 -2.912
C -4.368 0.104 -2.132
C -1.894 0.489 -2.008
C -2.219 2.818 -1.306
H 2.742 4.095 3.511
H 3.222 2.851 2.359
H 2.641 2.400 3.965
H 0.383 4.548 3.966
H -1.847 5.327 4.120
H -3.121 4.261 3.529
H -2.512 5.555 2.505
H -2.533 3.063 1.282
H 1.508 1.598 1.107
H -3.462 1.418 0.915
H -3.142 -0.164 0.255
H -5.414 0.704 -0.341
H -4.817 3.117 -0.494
H -5.600 2.567 -1.967
H -3.599 3.929 -2.511
H -2.470 2.299 -4.005
H -4.210 2.047 -4.030
H -2.970 -0.120 -3.765
H -4.271 -0.937 -1.812
H -5.249 0.161 -2.774
H -1.026 0.813 -2.581
H -1.713 -0.531 -1.679
H -2.290 3.559 -0.513
H -1.333 3.076 -1.896
C 2.476 -3.921 -3.245
Si 1.286 -3.410 -1.889
C 1.953 -3.942 -0.216
C -0.335 -4.295 -2.191
C 0.924 -1.522 -1.943
Si 1.974 -0.341 -2.755
C 4.595 -1.198 -0.789
C 3.576 -0.667 -3.612
C 1.565 1.457 -2.952
H 2.363 -4.987 -3.438
H 3.520 -3.763 -2.974
H 2.282 -3.405 -4.186
H 1.729 -4.999 -0.064
H 1.493 -3.389 0.604
H 3.033 -3.832 -0.137
H -0.135 -5.344 -2.415
H -0.873 -3.882 -3.047
H -0.989 -4.273 -1.322
H -0.080 -1.429 -2.383
H 3.840 -1.808 -1.280
H 5.046 -1.794 0.003
H 5.369 -0.929 -1.506
H 3.992 -1.656 -3.459
H 4.315 0.093 -3.356
H 3.371 -0.547 -4.682
H 0.878 1.824 -2.194
H 1.130 1.636 -3.940
H 2.485 2.042 -2.914
```

Output
- LUMO level (spin up / spin down) (eV) = -5.7 / -6.8
- charge = +2
- spin multiplicity = 6
- ΔE to the lowest compared entry with this formula, charge and spin (eV) = 1.236

Atom charges from the Mulliken analysis, given in e for atoms 1 to 99: 3.315 -1.235 -1.181 -0.713 0.954 0.583 -0.995 0.357 -0.868 -1.528 -0.796 0.304 0.494 0.986 -1.059 -0.873 -0.992 0.101 0.654 0.545 0.482 0.482 0.949 0.514 0.486 0.503 0.487 0.504 0.535 -0.076 -1.687 0.132 -0.598 -0.594 -1.726 0.090 0.417 0.053 -0.064 0.816 -0.368 0.227 -1.306 0.207 -1.467 0.135 -1.220 -0.268 -0.810 0.506 0.230 0.298 0.457 0.414 0.369 0.349 0.779 0.507 0.704 -0.515 0.373 0.505 0.515 0.308 0.442 0.567 0.432 0.222 0.576 -0.135 -1.611 0.825 0.215 -1.355 0.396 -0.811 -1.178 -0.710 0.184 -0.817 -1.125 -0.965 0.404 0.345 0.372 0.541 -0.020 0.321 0.494 0.336 0.240 0.273 -0.511 0.507 0.510 0.385 0.402 0.489 0.064

No. 4
Computed, not measured: a 2-piece molecular cluster, C21H21FN4O6 overall in a non-equilibrium geometry, with ωB97M-V/def2-TZVPD.

XYZ file:
```
53
C21H21FN4O6 (ωB97M-V/def2-TZVPD)
O -3.439 0.190 -6.013
C -3.693 -0.631 -5.147
O -4.580 -1.636 -5.335
C -3.016 -0.530 -3.838
C -2.196 0.570 -3.525
C -1.572 0.662 -2.277
C -1.749 -0.346 -1.325
C -2.549 -1.463 -1.613
C -2.727 -2.540 -0.625
N -3.423 -3.620 -0.868
O -3.327 -4.378 0.314
C -2.562 -3.649 1.176
C -2.238 -4.141 2.527
C -2.658 -5.433 2.902
C -2.368 -5.944 4.170
C -1.655 -5.172 5.087
C -1.236 -3.888 4.728
C -1.520 -3.366 3.461
F -1.089 -2.113 3.187
N -2.174 -2.525 0.639
C -3.179 -1.537 -2.869
H -4.906 -1.508 -6.239
H -2.048 1.364 -4.253
H -0.948 1.519 -2.041
H -1.259 -0.257 -0.357
H -3.215 -6.058 2.208
H -2.697 -6.943 4.442
H -1.429 -5.564 6.075
H -0.683 -3.278 5.434
H -3.805 -2.396 -3.100
C 4.562 2.611 -2.100
N 3.471 3.559 -1.864
C 2.603 3.561 -0.847
O 1.758 4.448 -0.783
C 2.703 2.484 0.253
C 1.455 2.391 1.145
O 0.298 2.288 0.345
N 3.924 2.571 1.075
C 4.480 3.620 1.685
C 3.862 5.003 1.620
O 5.517 3.460 2.308
H 5.339 2.737 -1.343
H 4.193 1.584 -2.071
H 5.002 2.791 -3.082
H 3.343 4.305 -2.532
H 2.748 1.531 -0.271
H 1.374 3.272 1.780
H 1.531 1.506 1.779
H 0.173 3.154 -0.071
H 4.431 1.712 1.220
H 2.799 4.960 1.841
H 4.350 5.636 2.360
H 4.021 5.427 0.630
```

Output
- LUMO level (eV) = -0.1
- spin multiplicity = 1
- SMILES string = O=C(O)c1cccc(-c2noc(-c3ccccc3F)n2)c1.CNC(=O)[C@H](CO)NC(C)=O

And the Mulliken charges, in e, turn out to be: -0.592 0.409 -0.444 0.283 -0.579 -0.334 -0.784 0.265 0.159 -0.433 -0.185 0.810 0.154 -0.304 -0.589 -0.382 -0.543 0.174 -0.252 -0.431 -0.508 0.341 0.450 0.432 0.728 0.409 0.389 0.382 0.425 0.544 -0.849 -0.124 0.297 -0.715 0.058 -0.838 -0.441 -0.078 0.658 -0.945 -0.668 0.268 0.273 0.338 0.297 0.420 0.265 0.363 0.317 0.256 0.285 0.320 0.249